1.
86
Properties=species:S:1:pos:R:3:mulliken_spin:R:1 method="wB97M-V/def2-TZVPD" orbital_gap_ev="8.3 / 6.1" max_force_ev_per_a=1.45 charge=+1 lumo_energy_ev="-2.49 / -5.46" s_squared=6.058 multiplicity=5 energy_ha=-2484.0404
Pd 0.4541 -0.7028 -0.9177 1.504
C -0.8119 4.0038 -2.1775 0.021
C 0.0596 2.7567 -2.2702 0.087
C 0.7726 2.7023 -3.6178 0.014
P -0.8002 1.1255 -1.8657 0.233
C -1.7810 0.5427 -3.3469 -0.008
C -2.9136 1.4365 -3.8378 0.020
C -2.2918 -0.8682 -3.0547 0.033
C -1.9189 1.5591 -0.4816 0.130
C -2.9906 2.4209 -0.6324 -0.010
C -3.7308 2.8853 0.4545 0.126
C -4.8716 3.8203 0.2608 -0.012
C -3.3328 2.4943 1.7385 -0.050
C -2.2977 1.6153 1.9217 0.183
C -1.5936 1.0685 0.8190 0.003
N -0.5822 0.1989 0.9463 0.458
C -0.2226 -0.4778 2.0614 -0.009
C -1.0839 -0.9950 3.0482 0.136
C -0.5917 -1.7949 4.0554 -0.031
C 0.7666 -2.1077 4.1404 0.100
C 1.2814 -3.0028 5.2142 -0.004
C 1.6316 -1.5805 3.1805 -0.015
C 1.1663 -0.7873 2.1509 0.056
P 2.0910 -0.0973 0.7429 0.259
C 3.7841 -0.8558 0.6201 0.050
C 4.7537 -0.5531 1.7602 0.020
C 3.5924 -2.3541 0.3790 0.014
C 2.2181 1.7374 1.0793 0.053
C 2.4432 2.0541 2.5550 0.016
C 3.2703 2.3803 0.1790 0.020
H -0.1768 4.8707 -2.3504 -0.002
H -1.5886 4.0104 -2.9381 0.001
H -1.2669 4.1156 -1.1971 0.002
H 0.8331 2.8158 -1.4917 -0.019
H 0.0802 2.5915 -4.4479 -0.001
H 1.3176 3.6339 -3.7607 0.001
H 1.4982 1.8965 -3.6490 0.001
H -1.0219 0.4759 -4.1385 0.002
H -3.7527 1.4250 -3.1466 -0.001
H -2.5843 2.4584 -4.0029 0.000
H -3.2709 1.0464 -4.7903 0.002
H -2.9055 -0.8906 -2.1522 -0.006
H -2.9030 -1.2215 -3.8839 0.001
H -1.4537 -1.5599 -2.9322 0.000
H -3.2554 2.7765 -1.6132 -0.004
H -5.1089 3.9421 -0.7918 -0.002
H -5.7514 3.4641 0.7934 0.012
H -4.6259 4.7969 0.6755 0.016
H -3.8408 2.9025 2.6007 0.003
H -1.9841 1.3555 2.9210 0.006
H -2.1484 -0.8240 2.9763 -0.001
H -1.2702 -2.1960 4.7946 0.002
H 0.6254 -2.9839 6.0788 0.002
H 1.3270 -4.0315 4.8534 0.011
H 2.2833 -2.7135 5.5202 0.003
H 2.6816 -1.8081 3.2676 0.000
H 4.1863 -0.4108 -0.3000 0.005
H 5.6389 -1.1768 1.6426 0.003
H 5.0772 0.4842 1.7391 0.002
H 4.3281 -0.7585 2.7384 -0.004
H 3.2751 -2.8701 1.2834 -0.001
H 2.8302 -2.5213 -0.3905 -0.001
H 4.5218 -2.8044 0.0382 0.000
H 1.2287 2.1199 0.7864 0.009
H 3.4181 1.7083 2.8889 -0.001
H 2.3973 3.1334 2.6969 -0.001
H 1.6773 1.5934 3.1778 0.001
H 4.2758 2.1565 0.5271 0.001
H 3.1698 2.0251 -0.8453 -0.005
H 3.1500 3.4629 0.1892 0.000
N -2.8813 -7.4288 -0.3890 0.004
C -2.3505 -6.4147 -0.4269 -0.001
C -1.7138 -5.1506 -0.4796 0.013
C -0.6396 -4.9394 -1.3415 0.018
C -0.0683 -3.6808 -1.4297 -0.112
C -0.5639 -2.6254 -0.6670 0.457
C -1.6370 -2.8451 0.1913 -0.016
C -2.1996 -4.1047 0.3029 0.009
H -0.2634 -5.7538 -1.9436 -0.001
H 0.7503 -3.5377 -2.1258 0.011
H -2.0649 -2.0458 0.7811 0.017
H -3.0250 -4.2782 0.9773 -0.001
O 2.3719 0.3726 -2.1905 0.070
N 2.3405 -0.5770 -3.0005 -0.012
O 3.0792 -0.6364 -3.9413 0.021
O 1.4836 -1.4690 -2.7900 0.091



2.
84
Properties=species:S:1:pos:R:3:mulliken_spin:R:1 method="wB97M-V/def2-TZVPD" orbital_gap_ev="6.2 / 2.9" max_force_ev_per_a=3.89 charge=+2 lumo_energy_ev="-5.88 / -9.24" s_squared=6.060 multiplicity=5 energy_ha=-2303.9596
Pt 0.5461 -1.1451 -1.6367 1.316
C -0.6435 1.8486 -1.0112 0.118
C -1.2057 0.7983 -1.7048 -0.054
C -1.5371 0.8708 -3.1947 0.010
C -0.5532 0.1688 -4.1296 0.072
C 0.8815 0.0334 -3.6008 -0.050
C 1.6070 1.2066 -3.3332 0.555
C 1.0209 2.4995 -2.9999 0.056
C 0.3265 2.7952 -1.5965 0.032
C 2.4370 -1.7740 -1.4505 0.222
H -0.6282 1.7872 0.0793 0.040
H -1.8945 0.1347 -1.1663 -0.012
H -1.6912 1.9201 -3.5068 0.010
H -2.5232 0.3809 -3.3248 -0.004
H -0.9423 -0.8516 -4.3380 -0.028
H -0.5400 0.7471 -5.0773 -0.006
H 1.4689 -0.7300 -4.1485 -0.221
H 2.6622 1.0624 -3.0564 -0.018
H 0.2974 2.8629 -3.7609 0.021
H 1.8859 3.1949 -3.0122 -0.001
H 1.1191 2.9907 -0.8447 0.007
H -0.1976 3.7575 -1.7826 0.010
H 2.4632 -2.2672 -0.4769 0.020
H 3.2965 -1.1085 -1.5599 0.000
H 2.4255 -2.5039 -2.2675 -0.003
P 1.5995 -0.8754 -6.4465 0.011
P -2.2117 -0.3654 -6.3996 -0.006
N 2.9380 0.1942 -6.8891 0.004
N 2.1761 -2.1459 -7.5366 -0.022
N -2.3484 1.3295 -6.8656 -0.001
N -3.7010 -0.8214 -7.2554 0.000
C 0.3798 -0.1442 -7.6044 0.000
C -0.9788 -0.8691 -7.6701 0.005
C 4.0859 0.2610 -6.0972 0.019
C 5.0474 0.9807 -6.7888 0.010
C 4.4937 1.3487 -8.0537 0.002
C 3.2054 0.8386 -8.1051 0.020
C 2.4277 -3.4521 -7.1113 0.334
C 2.8158 -4.2114 -8.2086 0.171
C 2.8055 -3.3476 -9.3525 0.083
C 2.4228 -2.0885 -8.9196 0.340
C -2.8994 2.3127 -6.0228 0.001
C -2.6921 3.5628 -6.5868 0.000
C -2.0087 3.3530 -7.8303 0.000
C -1.8457 1.9883 -7.9947 0.001
C -4.3365 -0.2944 -8.3907 0.000
C -5.3432 -1.1590 -8.7824 0.000
C -5.3172 -2.2860 -7.8940 0.000
C -4.3035 -2.0583 -6.9702 0.000
H 0.7990 -0.1766 -8.6197 -0.001
H 0.2589 0.9138 -7.3293 0.000
H -1.4222 -0.6889 -8.6632 0.002
H -0.8544 -1.9620 -7.5670 -0.001
H 4.0701 -0.1630 -5.1015 0.001
H 6.0238 1.2264 -6.4174 0.001
H 4.9598 1.9429 -8.8274 0.000
H 2.4436 0.9169 -8.8602 0.002
H 2.2899 -3.7136 -6.0726 0.020
H 3.0735 -5.2588 -8.2058 -0.002
H 3.0419 -3.6171 -10.3721 0.000
H 2.2952 -1.1796 -9.4883 0.030
H -3.4346 2.0415 -5.1222 0.000
H -2.9843 4.5181 -6.1737 0.000
H -1.6729 4.1166 -8.5268 0.000
H -1.3996 1.4465 -8.8131 0.000
H -4.0449 0.6653 -8.8048 0.000
H -6.0373 -1.0128 -9.6022 0.000
H -5.9488 -3.1498 -7.9286 0.000
H -3.9431 -2.6460 -6.1455 0.000
C 0.8986 -0.9512 3.8931 0.026
C -0.1850 -0.3704 2.9628 0.102
C -1.5135 -1.0431 3.3106 0.038
C -0.3444 1.1201 3.2684 0.032
C 0.1042 -0.5260 1.4956 0.156
C 0.2157 -0.7375 0.2788 0.539
H 0.6218 -0.7827 4.9448 0.001
H 1.8686 -0.4758 3.7195 -0.005
H 1.0208 -2.0307 3.7545 -0.002
H -1.7804 -0.8636 4.3588 0.006
H -2.3194 -0.6488 2.6879 0.000
H -1.4402 -2.1201 3.1521 -0.005
H 0.5974 1.6337 3.0626 -0.004
H -1.1282 1.5626 2.6451 -0.002
H -0.6204 1.2828 4.3170 0.001



3.
90
Properties=species:S:1:pos:R:3:lowdin_charge:R:1 method="wB97M-V/def2-TZVPD" orbital_gap_ev="5.8 / 5.6" max_force_ev_per_a=0.68 charge=+3 lumo_energy_ev="-11.01 / -11.20" multiplicity=1 energy_ha=-3214.7645
Ti -0.5388 0.3746 0.2552 1.224
C -3.8538 -2.8264 0.2864 -0.002
C -2.3763 -2.6236 0.1242 -0.232
C -1.6330 -1.9449 1.0990 -0.066
C -0.2286 -1.9702 1.0766 -0.172
C 0.4412 -2.5532 -0.0058 -0.062
C -0.2941 -3.1740 -1.0057 -0.027
C -1.6815 -3.2281 -0.9249 0.019
H -4.0216 -3.7842 0.7875 0.118
H -4.3630 -2.8712 -0.6758 0.091
H -4.3068 -2.0542 0.9076 0.087
H -2.1479 -1.5950 1.9876 0.138
H 0.3081 -1.7619 1.9881 0.112
H 1.5222 -2.6052 -0.0126 0.108
H 0.2184 -3.6684 -1.8221 0.136
H -2.2388 -3.7857 -1.6690 0.145
C -6.2085 1.2153 -1.1629 -0.059
C -5.2604 0.0874 -0.7372 -0.209
C -4.2961 -0.3361 -1.8297 -0.166
C -4.8426 -0.9966 -2.9264 -0.005
C -4.0545 -1.5119 -3.9401 -0.008
C -2.6761 -1.3882 -3.8684 -0.009
C -2.0841 -0.7289 -2.8039 -0.191
C -0.5971 -0.5136 -2.8449 -0.205
C -0.2243 0.7267 -3.6564 -0.065
C -2.8986 -0.1872 -1.8005 -0.160
N -2.2575 0.5430 -0.7287 -0.020
C -2.8623 1.6808 -0.3199 -0.008
C -2.4008 2.3069 0.8134 -0.270
C -2.8022 3.4459 1.5135 0.077
C -1.9233 3.5879 2.5862 0.019
C -1.0073 2.5456 2.5163 -0.043
N -1.2805 1.7300 1.4631 -0.057
H -6.8954 1.4566 -0.3521 0.092
H -6.8065 0.9167 -2.0230 0.088
H -5.6807 2.1314 -1.4445 0.072
H -5.8642 -0.7853 -0.4820 0.122
H -4.7439 0.3590 0.1857 0.098
H -5.9171 -1.1334 -2.9648 0.137
H -4.5114 -2.0197 -4.7794 0.130
H -2.0531 -1.7958 -4.6570 0.136
H -0.1136 -1.3911 -3.2753 0.130
H -0.1729 -0.4583 -1.8291 0.038
H -0.5577 0.5950 -4.6849 0.102
H 0.8555 0.8889 -3.6726 0.084
H -0.7217 1.6145 -3.2642 0.064
H -3.6822 2.1003 -0.8897 0.146
H -3.6445 4.0777 1.2698 0.147
H -1.9481 4.3479 3.3522 0.136
H -0.1773 2.3709 3.1809 0.121
C 0.9514 4.4719 -2.9224 0.043
N 1.2824 3.9431 -1.5717 -0.125
C 2.1583 4.7621 -0.6974 0.034
C 0.8033 2.8285 -1.1678 -0.157
N 0.3733 1.8008 -0.8106 0.118
H 1.8735 4.8192 -3.3818 0.114
H 0.2539 5.3007 -2.8236 0.112
H 0.5161 3.6855 -3.5317 0.088
H 3.1608 4.7871 -1.1191 0.110
H 2.1827 4.3400 0.3035 0.099
H 1.7541 5.7709 -0.6573 0.112
C 3.8415 -4.6491 2.5779 -0.092
C 4.3244 -3.4567 1.7513 -0.298
S 5.0152 -2.2366 2.8428 0.679
O 3.9195 -1.6773 3.6129 -0.296
O 6.1710 -2.7785 3.4841 -0.245
C 5.5623 -0.9324 1.7397 -0.183
C 4.9151 0.4124 2.0001 -0.092
N 3.4334 0.4214 1.9905 0.079
C 2.6576 0.3198 0.9035 -0.286
N 1.3605 0.3015 1.2540 -0.027
C 1.3311 0.3771 2.6403 -0.061
C 2.5949 0.4575 3.0800 -0.137
N 2.9703 0.6667 4.4690 -0.335
O 2.1057 0.3969 5.2667 0.151
O 4.0195 1.2244 4.6869 0.143
C 3.1950 0.1903 -0.4770 0.036
H 3.2687 -5.3273 1.9478 0.085
H 3.2111 -4.3264 3.4056 0.082
H 4.6889 -5.1966 2.9855 0.094
H 3.5035 -2.9423 1.2415 0.070
H 5.0991 -3.7395 1.0363 0.116
H 5.4520 -1.2947 0.7159 0.096
H 6.6288 -0.8181 1.9406 0.128
H 5.2577 1.1148 1.2415 0.141
H 5.2106 0.7959 2.9669 0.123
H 0.4405 0.3190 3.2410 0.132
H 3.9099 0.9844 -0.7017 0.107
H 2.3880 0.2315 -1.2013 0.064
H 3.7191 -0.7587 -0.6027 0.095



What did we get for energy above the lowest of the compared OMol25 structures with the same formula, charge and spin? Answer: 0.000; 1.377; 2.126 eV, in the order shown.